12
Properties=species:S:1:pos:R:3:forces:R:3:nbo_charge:R:1 method="wB97M-V/def2-TZVPD" gap_ev=9.086 spin_multiplicity=1 charge=-1 de_lowest_kcal_mol=13.84 total_energy_ev=-9805.6002
C 1.0588 2.3092 -0.4658 0.18 -0.06 0.57 0.63
O 0.7268 -0.8589 0.3411 0.52 0.46 0.04 -0.80
H -0.9496 -2.0362 -1.1189 0.04 0.22 -0.02 0.35
N -1.3207 -1.9537 -0.1789 -0.03 -0.28 0.21 -0.86
H -1.0890 0.0608 0.0932 0.19 0.13 0.04 0.17
C -0.6488 -0.8510 0.5078 -0.54 0.17 -0.35 0.10
H -0.9351 -0.9026 1.5693 0.00 -0.13 -0.01 0.11
O 0.2166 1.9336 -1.2869 -0.08 -0.03 -0.15 -0.75
O 1.6468 1.6366 0.4373 -0.28 0.09 -0.46 -0.80
H -1.1118 -2.8398 0.2688 0.13 0.09 0.08 0.33
H 1.0707 0.1082 0.3104 -0.20 -0.71 0.11 0.52
H 1.3352 3.3938 -0.4773 0.07 0.05 -0.07 0.01